Formula: C26H74N10O8
Source: the OMol25 dataset
Level of theory: wB97M-V/def2-TZVPD

Its SMILES is COC[C@H](C)N.COC[C@H](C)N.COC[C@H](C)N.COC[C@H](C)N.COC[C@H](C)N.COC[C@H](C)N.NC(N)=O.NC(N)=O. As for the energy relative to the best compared isomer or geometry (same formula, charge and spin): 83.1 kcal per mole.

```
118
Properties=species:S:1:pos:R:3:forces:R:3:mulliken_charge:R:1
C 5.9942 3.0195 6.7121 0.415 0.237 -2.200 -0.759
O 5.3469 3.1695 5.4207 -0.446 -0.359 0.670 -0.347
C 3.9262 3.1566 5.5555 0.172 1.950 -0.689 -0.955
C 3.2268 3.6156 4.2600 1.627 0.450 0.844 0.854
C 3.6421 5.0210 3.7617 1.536 -0.951 -1.055 -1.348
N 1.8139 3.7181 4.5394 -0.205 -0.898 -0.386 -0.456
H 5.6919 2.0528 7.1150 -0.064 0.383 0.721 0.309
H 5.8983 3.9449 7.2800 -0.673 -0.369 0.583 0.312
H 7.0551 2.9957 6.4635 0.077 -0.346 0.063 0.258
H 3.4972 2.2033 5.8642 0.173 -0.082 0.225 0.446
H 3.6436 3.9886 6.2004 -0.055 -0.298 1.059 0.294
H 3.5060 2.8067 3.5848 -0.547 0.275 -0.822 -0.119
H 4.6919 5.0903 3.4768 0.371 -0.131 0.415 0.379
H 3.4502 5.8437 4.4505 -0.302 -0.217 0.150 0.428
H 3.1800 5.1914 2.7893 -0.631 0.207 0.189 0.230
H 1.7251 4.6466 4.9269 -0.515 0.088 0.269 0.351
H 1.4468 3.7935 3.6015 -0.970 0.055 -0.189 0.184
C -8.0896 -0.5456 -4.6936 -0.756 0.830 -1.167 -0.815
O -7.1159 -1.3451 -4.1034 0.018 -0.160 0.181 -0.322
C -6.2013 -1.8218 -5.0758 -0.080 -1.724 0.849 -0.751
C -5.0021 -2.5413 -4.3697 1.155 2.477 0.385 0.369
C -4.1203 -1.4866 -3.5327 -0.900 -1.294 0.230 -1.407
N -4.0796 -3.1518 -5.3035 0.016 -0.189 -1.024 -0.718
H -8.6393 -0.9721 -5.5327 0.508 -0.852 -0.556 0.318
H -7.6058 0.3402 -5.1052 -0.154 0.429 0.107 0.333
H -8.9757 -0.2708 -4.1215 0.747 0.040 1.190 0.286
H -6.6940 -2.6240 -5.6251 -0.321 -0.269 -0.306 0.371
H -5.9694 -1.0971 -5.8562 0.578 0.549 0.348 0.384
H -5.3685 -3.3752 -3.7710 -0.261 0.445 0.391 0.302
H -3.6439 -0.7414 -4.1697 -0.387 0.098 -0.230 0.371
H -3.2970 -1.9531 -2.9918 0.011 -0.519 -0.260 0.292
H -4.6923 -1.0204 -2.7304 -0.282 0.291 -0.360 0.441
H -4.5956 -3.6949 -5.9810 -0.273 -0.676 0.056 0.257
H -3.6902 -2.4547 -5.9219 0.414 0.531 0.183 0.262
C -1.7714 -2.5013 2.6535 0.942 0.960 0.625 -0.924
O -1.6725 -1.1690 3.2377 -1.963 -0.505 -1.315 -0.044
C -1.2952 -1.0985 4.5950 1.771 0.017 0.117 -0.717
C -1.6591 0.2845 5.3072 0.912 -1.484 -0.480 0.420
C -0.7784 1.3948 4.7153 -1.776 0.337 -1.134 -0.828
N -1.5820 0.3017 6.7730 -0.142 -0.659 -0.356 -0.676
H -0.7788 -2.9511 2.6791 0.169 -0.303 0.280 0.306
H -2.0043 -2.4460 1.5901 -0.334 0.523 0.129 0.177
H -2.4792 -3.1665 3.1482 -0.137 0.223 0.227 0.374
H -1.5903 -1.9919 5.1453 -0.609 0.071 0.277 0.358
H -0.2169 -1.1983 4.4711 0.665 0.139 0.996 0.193
H -2.7310 0.2880 5.1096 -0.073 1.107 -0.401 0.265
H 0.3047 1.2725 4.7192 -0.156 -0.174 0.635 0.200
H -1.0996 2.3835 5.0431 0.429 -0.077 0.689 0.419
H -1.0479 1.4820 3.6628 0.171 -0.322 -0.412 -0.143
H -2.1425 -0.4746 7.0943 -0.262 -0.054 0.372 0.307
H -0.6603 0.1108 7.1394 0.404 0.141 -0.229 0.260
C -3.3312 0.7013 1.2893 0.109 -0.310 -1.052 -0.260
O -3.3700 1.7196 0.3207 -0.598 0.582 -0.418 -0.498
C -2.1094 2.2223 -0.0491 -0.382 -0.299 -1.318 0.668
C -2.2628 3.1379 -1.3053 1.235 0.591 0.870 0.221
C -0.8605 3.6087 -1.7550 0.033 0.428 -0.384 -1.140
N -2.9810 4.3555 -0.9661 -0.027 0.051 -0.472 -0.768
H -2.7883 -0.1242 0.8289 0.554 -0.308 0.451 -0.018
H -4.3415 0.3024 1.3808 -0.074 0.418 0.517 0.395
H -2.8627 1.0414 2.2129 -0.160 -0.240 0.156 0.177
H -1.6611 2.7216 0.8099 0.291 0.478 -0.103 0.230
H -1.4381 1.4208 -0.3574 0.156 -0.469 0.164 -0.772
H -2.7675 2.6976 -2.1653 -0.070 -0.650 0.353 0.344
H -0.0929 2.8540 -1.9264 -0.190 -0.354 0.318 0.243
H -0.4699 4.3540 -1.0621 0.097 -0.262 0.455 0.114
H -0.8936 4.1808 -2.6822 -0.463 -0.130 -0.228 0.408
H -3.8710 4.1120 -0.5553 -0.056 0.124 0.285 0.324
H -2.3829 4.8068 -0.2887 -0.418 0.409 0.391 0.276
C 2.5870 -3.7285 -7.7858 0.646 -0.135 0.653 -0.725
O 3.1509 -4.6660 -6.8440 -0.575 0.582 -0.673 -0.372
C 2.2848 -4.8463 -5.7458 0.511 1.492 0.226 -0.702
C 2.1321 -3.5461 -4.8937 0.854 0.668 0.755 0.379
C 3.4344 -3.0561 -4.2162 -0.307 -1.047 -0.114 -1.331
N 1.1334 -3.7200 -3.8524 -0.566 -0.127 -0.414 -0.538
H 3.2362 -3.7526 -8.6610 -0.386 -0.113 -0.067 0.273
H 2.5672 -2.7090 -7.4007 0.437 0.143 0.160 0.258
H 1.5310 -3.9172 -7.9794 -0.012 -0.591 -0.405 0.327
H 1.3013 -5.1529 -6.1019 -0.287 -0.128 0.027 0.380
H 2.7150 -5.6310 -5.1234 -0.016 -0.045 0.057 0.398
H 1.8262 -2.6614 -5.4520 -0.452 -0.398 -0.530 0.213
H 3.2780 -2.3561 -3.3954 -0.420 0.279 -0.381 0.351
H 4.1002 -2.6080 -4.9538 0.293 -0.350 0.197 0.324
H 3.8325 -3.9306 -3.7016 0.753 -0.040 -0.234 0.327
H 1.2975 -4.5895 -3.3652 0.190 -0.196 0.366 0.228
H 0.2733 -3.8836 -4.3560 -0.599 0.037 0.245 0.245
C 2.0074 0.4265 2.1700 -0.009 -0.081 -0.347 -1.169
O 1.8641 -0.2056 0.8958 -0.541 -0.163 0.542 -0.642
C 0.5395 -0.7773 0.6449 1.172 1.063 -0.866 0.983
C 0.5837 -0.9592 -0.8706 -1.638 -0.330 -0.789 0.113
C -0.7881 -1.3329 -1.5022 0.363 0.425 0.375 -1.883
N 1.5632 -1.9570 -1.2666 0.705 0.074 0.317 -0.394
H 1.4636 1.3702 2.2123 -0.356 0.060 0.022 0.417
H 3.0628 0.6710 2.2897 0.085 -0.211 0.052 0.404
H 1.6751 -0.2252 2.9781 0.012 -0.041 0.119 0.512
H 0.3940 -1.6948 1.2152 0.039 -0.008 -0.012 -0.464
H -0.2204 -0.0418 0.9087 -0.119 -0.030 0.151 0.388
H 0.8061 0.0218 -1.2905 0.239 0.317 0.110 0.091
H -1.1159 -2.3270 -1.1981 -0.095 0.010 0.010 0.419
H -0.7586 -1.2818 -2.5906 0.410 -0.321 -0.069 0.550
H -1.5372 -0.5772 -1.2661 -0.136 -0.144 0.442 0.489
H 1.4860 -2.1997 -2.2439 -0.745 -0.442 -0.236 0.040
H 2.4856 -1.5458 -1.2539 0.333 0.151 0.579 0.293
N 1.7899 -3.8940 1.3672 -1.569 -1.898 -0.243 -0.339
C 2.7359 -3.6756 2.2871 -0.305 -1.324 2.346 0.569
N 3.3504 -2.5740 2.0042 2.258 4.057 -1.153 -0.403
O 3.0294 -4.2504 3.3287 -0.860 -1.533 -0.159 -0.714
H 1.0876 -4.5950 1.5555 0.212 0.165 -0.358 0.226
H 1.7063 -3.2215 0.6183 -0.362 -0.540 -0.409 0.178
H 2.7965 -1.9763 1.4075 0.801 0.818 0.121 0.244
H 3.8523 -2.1686 2.7813 -0.001 0.050 -0.332 0.246
N 2.0906 5.2929 -0.1092 0.268 1.478 -0.002 -0.438
C 1.8499 4.1049 0.4757 -5.362 3.050 2.876 0.896
N 2.5031 3.1626 -0.0465 2.740 -4.071 -1.544 -0.410
O 0.9337 3.9442 1.3360 1.879 0.300 -0.735 -0.758
H 2.4690 5.2757 -1.0455 -0.144 0.602 0.322 0.153
H 1.7013 6.1207 0.3188 -0.003 -0.194 -0.490 0.269
H 2.3515 2.2664 0.3939 0.520 -0.317 -0.592 -0.016
H 3.2944 3.4434 -0.6079 0.102 -1.003 0.212 0.190
```
Positions in Å, forces in eV/Å.



Formula: C26H74N2O18
Source: the OMol25 dataset
Level of theory: wB97M-V/def2-TZVPD

Its SMILES is COCCNCCOC.COCCNCCOC.OCCO.OCCO.OCCO.OCCO.OCCO.OCCO.CO.CO.

```
120
Properties=species:S:1:pos:R:3:forces:R:3:mulliken_charge:R:1
C 0.6373 -0.1029 -3.2134 0.311 0.993 0.602 -0.007
O 1.1872 0.7581 -4.2094 0.201 -1.441 -0.196 -0.313
C 2.2587 0.0516 -4.8295 0.917 1.866 -1.734 -0.239
C 2.8742 1.0290 -5.9411 -0.742 -0.677 1.238 -0.775
N 4.2112 0.6746 -6.3949 -0.260 0.307 -0.274 -0.360
C 4.8417 1.8000 -7.0916 0.460 -0.590 -0.358 -0.663
C 6.1496 1.3124 -7.6639 0.817 1.186 -1.023 -0.640
O 7.1082 1.0978 -6.6604 0.028 -0.619 -0.068 -0.301
C 8.4075 0.6600 -7.0873 -1.019 0.195 0.921 -0.736
H 0.0516 0.5257 -2.5426 -0.250 -0.062 0.006 -0.094
H 1.4795 -0.4726 -2.6285 -0.133 -0.485 0.210 -0.066
H 0.0076 -0.9120 -3.5834 0.121 -0.096 -0.297 0.318
H 1.9447 -0.9012 -5.2558 -0.202 -0.039 -0.090 0.321
H 3.0472 -0.1488 -4.1041 0.116 -0.065 0.281 0.002
H 2.8599 2.0233 -5.4946 -0.061 0.264 0.299 0.403
H 2.2022 1.0988 -6.7965 -0.005 -0.256 -0.078 0.300
H 4.8598 0.6800 -5.6208 -0.305 -0.920 0.736 0.282
H 5.0101 2.5866 -6.3561 0.254 0.463 -0.129 0.391
H 4.3105 2.2522 -7.9292 -0.601 -0.378 0.090 0.433
H 6.5164 2.0920 -8.3316 0.278 0.655 -0.041 0.421
H 6.0487 0.5062 -8.3905 -0.363 -0.796 0.529 0.364
H 8.9151 0.6533 -6.1227 0.646 0.057 -0.434 0.237
H 8.8410 1.3349 -7.8252 0.121 0.198 0.113 0.289
H 8.4200 -0.3533 -7.4887 -0.289 -0.124 -0.111 0.299
C 1.6803 0.6672 5.9729 -0.246 -0.190 -0.969 -0.739
O 0.4377 1.3323 5.6530 0.734 -0.251 1.001 -0.520
C -0.0818 1.0378 4.3392 0.284 0.217 1.935 -0.162
C -1.5905 1.3024 4.4381 0.337 0.090 0.277 -0.716
N -2.2261 0.3261 5.3321 1.976 -0.343 1.006 -0.482
C -3.5839 0.5422 5.6379 -1.496 0.861 -1.776 -0.593
C -4.0758 -0.1116 6.8892 0.689 -0.864 0.962 -0.712
O -3.2364 0.2815 7.9935 -0.297 1.183 0.874 -0.314
C -3.7014 0.1083 9.3780 -0.639 -0.921 -2.016 -0.780
H 2.2358 1.0974 6.8062 -0.715 0.358 0.169 0.350
H 2.3867 0.6908 5.1431 -0.033 0.245 -0.374 0.242
H 1.5408 -0.3985 6.1546 -0.307 -0.093 0.202 0.289
H 0.1372 -0.0152 4.1621 -0.143 -0.040 -0.653 0.080
H 0.4850 1.7263 3.7124 -0.443 -0.291 -0.841 0.464
H -2.0346 1.2736 3.4431 -0.182 -0.032 -0.020 0.249
H -1.7630 2.2853 4.8764 0.167 0.432 -0.341 0.694
H -1.8544 0.4782 6.2588 1.437 -0.336 0.033 0.403
H -4.0747 0.1445 4.7496 -1.221 -0.037 0.246 0.334
H -3.8029 1.6100 5.6423 -0.266 0.378 0.300 0.476
H -3.9413 -1.1918 6.8319 -0.288 -0.310 -0.290 0.257
H -5.1417 0.1040 6.9640 -0.052 0.211 0.548 0.453
H -2.9274 0.3655 10.1010 0.078 0.044 -0.499 0.237
H -3.9864 -0.9415 9.4469 0.247 -0.262 0.479 0.314
H -4.6298 0.6410 9.5840 0.119 0.518 -0.139 0.291
O -1.8380 2.0577 -1.8098 0.899 -0.171 0.570 0.019
C -1.9035 3.3464 -2.4364 -1.282 -1.043 1.705 -0.422
C -1.7780 3.1379 -3.8877 1.289 1.084 -0.648 -0.194
O -0.3842 3.0260 -4.1499 -0.368 -0.237 -0.423 -0.507
H -2.5212 1.5235 -2.2214 -0.031 -0.486 -0.030 -0.033
H -2.8818 3.6846 -2.0951 -0.041 1.039 -0.369 0.262
H -1.0719 3.9298 -2.0412 -0.246 0.196 -0.087 0.274
H -2.1066 4.0193 -4.4384 -0.367 -0.251 -0.235 0.374
H -2.2575 2.1994 -4.1663 -0.558 0.231 -0.343 0.163
H -0.1726 2.1597 -3.7946 0.760 -0.023 -0.220 0.287
O -2.6311 4.4503 2.4664 -0.327 -0.548 -0.462 -0.573
C -2.2365 3.8305 1.2281 0.832 0.469 0.412 -0.325
C -0.7283 3.7354 1.1921 0.495 -1.094 0.133 0.521
O -0.0208 4.9297 1.0976 0.143 1.507 0.010 -0.658
H -2.5255 5.3999 2.3731 0.091 0.051 -0.091 0.317
H -2.5656 2.7922 1.1859 -0.480 0.106 0.237 0.169
H -2.6274 4.3678 0.3641 -0.093 0.046 -0.036 0.349
H -0.3652 3.1119 0.3751 -0.398 -0.287 -0.182 -0.118
H -0.4139 3.2671 2.1248 -0.218 -0.486 0.072 -0.122
H 0.4515 5.0584 1.9234 -0.026 0.195 -0.124 0.411
O -2.5705 -1.4881 3.3572 -0.792 -0.025 -1.225 -0.502
C -2.2873 -2.5807 4.1473 1.454 -2.322 -0.612 0.407
C -2.0414 -3.8132 3.2394 -0.934 0.434 -0.901 -0.897
O -2.0000 -5.0615 3.8800 0.442 -0.164 0.730 -0.580
H -2.5539 -0.7923 4.0185 0.358 0.896 0.351 0.041
H -1.3281 -2.3922 4.6295 -0.182 -0.112 0.839 0.154
H -3.0909 -2.8579 4.8296 -0.042 0.218 0.400 0.258
H -1.1643 -3.7027 2.6017 0.339 0.009 0.453 0.238
H -2.8584 -3.8934 2.5224 -0.348 0.498 -0.265 0.424
H -2.9009 -5.2668 4.1403 0.018 -0.141 0.119 0.330
O 3.0957 0.6578 1.3421 0.675 0.557 1.399 -0.582
C 3.1597 0.5308 -0.0293 -0.014 -1.324 -0.326 -0.105
C 3.3839 -0.9556 -0.4253 -0.014 0.200 0.414 -0.663
O 2.1927 -1.7414 -0.1861 0.151 0.241 -0.627 -0.476
H 2.3345 0.2342 1.7455 -0.588 0.004 -0.489 0.224
H 2.2464 0.8824 -0.5093 -0.148 0.110 -0.253 -0.009
H 3.9938 1.1758 -0.3053 0.038 -0.272 -0.496 0.439
H 4.1161 -1.4452 0.2167 0.577 0.581 -0.025 0.371
H 3.6704 -1.1074 -1.4660 0.109 0.394 -0.157 0.434
H 2.3449 -2.5121 -0.7379 -0.519 -0.338 0.188 0.243
O -0.8954 -4.8999 -3.2794 0.026 -0.297 -0.322 -0.578
C -1.8772 -3.8667 -3.2369 0.142 -0.034 1.276 0.349
C -2.6079 -3.6758 -4.5582 0.637 0.362 0.540 -0.492
O -3.8039 -4.4095 -4.6153 -0.313 -0.509 -0.268 -0.546
H -1.1347 -5.5042 -2.5730 0.289 -0.162 -0.131 0.346
H -2.5304 -4.1386 -2.4077 -0.865 0.075 -0.396 0.375
H -1.4155 -2.9842 -2.7940 0.241 0.537 -0.764 -0.243
H -1.9486 -3.9999 -5.3635 0.242 0.210 -0.033 0.462
H -2.8534 -2.6247 -4.7104 0.028 0.084 0.058 0.037
H -3.5899 -5.1844 -5.1401 -0.401 -0.202 0.101 0.316
O -1.4560 -2.3663 0.4608 0.391 -0.382 0.254 -0.520
C -1.1847 -1.1014 -0.0853 -0.934 0.776 -0.172 0.118
C -0.7097 -0.0446 0.8940 0.098 0.318 0.005 1.184
O 0.5319 -0.4029 1.4065 0.960 -0.616 0.896 0.137
H -1.8737 -2.2159 1.3120 -0.222 0.042 0.312 0.236
H -0.4300 -1.2394 -0.8596 0.018 0.047 -0.094 0.343
H -2.1028 -0.7354 -0.5448 0.003 0.269 -0.376 -0.254
H -1.3396 0.0930 1.7729 -0.578 -0.060 -0.336 -0.278
H -0.5435 0.9115 0.3975 -0.738 0.131 -0.398 -1.217
H 0.8789 -1.0372 0.7749 0.681 -0.401 0.019 0.193
C 3.1258 -1.8576 3.4109 1.021 0.297 -0.334 -0.085
O 3.5646 -1.8561 4.7783 -0.593 -0.451 -0.459 -0.525
H 2.4151 -1.0594 3.1967 -0.312 -0.317 0.383 -0.212
H 3.9931 -1.6463 2.7856 0.091 0.094 -0.105 0.115
H 2.7736 -2.8388 3.0927 -0.423 0.114 0.114 0.385
H 3.3931 -2.7618 5.0463 0.174 0.126 0.548 0.327
C -4.2637 -0.7307 -2.6564 0.231 -0.714 -0.613 -0.776
O -2.9208 -0.3594 -3.0892 -1.007 -0.018 0.871 -0.185
H -4.5207 -1.7421 -2.9711 0.231 -0.188 -0.321 0.253
H -4.3408 -0.8023 -1.5715 0.454 0.624 -0.029 0.262
H -5.0460 -0.0970 -3.0741 0.184 0.380 0.172 0.344
H -2.8927 -0.3216 -4.0480 -0.191 -0.078 -0.112 0.201
```
Positions in Å, forces in eV/Å.



Frontier orbital gap across the listed records, respectively: 9.3 9.5 eV.
LUMO level across the listed records, respectively: 0.011 0.015 Eh.
E_tot across the listed records, respectively: -59439.3332 -67988.4785 eV.